#a
Molecular formula: C7H8N2
Method: DFT, ωB97M-V with the def2-TZVPD basis set

Geometry as XYZ:
```
17
C7H8N2 (ωB97M-V with the def2-TZVPD basis set)
C 2.045 2.461 0.527
C 1.483 1.484 0.196
C 0.558 0.025 0.339
C 1.061 -1.009 -0.692
C -0.882 0.298 0.333
C -1.980 -0.418 0.755
C -3.064 0.159 0.145
N -2.718 1.246 -0.476
N -1.391 1.307 -0.422
H 2.825 3.193 0.476
H 0.919 -0.287 1.296
H 0.678 -0.699 -1.747
H 0.601 -2.093 -0.486
H 2.173 -1.158 -0.570
H -2.061 -1.062 1.673
H -4.051 -0.215 0.305
H -0.922 2.148 -0.879
```

Calculated values
HOMO-LUMO gap: 9.97 eV
SMILES string: C#C[C@H](C)c1ccn[nH]1
LUMO level: 0.83 eV

Just the Löwdin charges please, in e? Sure, here they are: 0.05 -0.05 -0.26 -0.10 -0.29 -0.06 -0.20 0.02 0.02 0.03 0.11 0.11 0.12 0.08 0.13 0.10 0.19



#b
Molecular formula: C7H8N2
Method: DFT, ωB97M-V with the def2-TZVPD basis set

Geometry as XYZ:
```
17
C7H8N2 (ωB97M-V with the def2-TZVPD basis set)
C 0.591 1.628 0.565
C -0.429 0.838 0.028
C 0.536 -2.669 -0.087
C -0.377 -0.525 -0.176
C 0.407 -1.438 0.740
C 0.950 -1.226 -0.621
C -1.545 1.654 -0.459
N 1.826 1.329 0.272
N 2.513 0.630 -0.299
H 0.473 2.484 1.241
H 1.318 -3.365 0.280
H -0.280 -3.027 -0.791
H -1.234 -0.861 -0.566
H 0.728 -1.024 1.619
H -2.517 1.110 -0.436
H -1.308 1.930 -1.556
H -1.651 2.531 0.247
```

Calculated values
HOMO-LUMO gap (spin up / spin down): 7.32 / 7.32 eV
LUMO level (spin up / spin down): -0.28 / -0.28 eV

Just the Löwdin charges please, in e? Sure, here they are: -0.13 -0.27 -0.09 -0.23 -0.22 -0.05 -0.05 -0.05 0.25 0.12 0.10 0.10 0.09 0.10 0.09 0.13 0.10



#c
Molecular formula: C7H8N2
Method: DFT, ωB97M-V with the def2-TZVPD basis set

Geometry as XYZ:
```
17
C7H8N2 (ωB97M-V with the def2-TZVPD basis set)
C -1.631 0.389 -1.614
C -2.442 0.500 -0.508
C -0.394 -0.021 -1.049
C -0.581 -0.160 0.289
C 0.979 -0.279 -1.184
C 0.718 -0.709 0.799
C 1.591 0.129 1.675
N 1.773 -0.134 -2.086
N -1.814 0.103 0.652
H -1.769 0.323 -2.721
H -3.492 0.813 -0.287
H 0.959 -1.769 0.961
H 1.706 1.173 1.387
H 2.633 -0.191 1.597
H 1.065 0.228 2.603
H 2.739 -0.436 -2.193
H -2.040 0.040 1.679
```

Calculated values
HOMO-LUMO gap: 8.38 eV
LUMO level: 0.75 eV

Just the Löwdin charges please, in e? Sure, here they are: -0.01 -0.13 -0.21 -0.29 -0.19 -0.11 -0.13 0.15 0.09 0.12 0.12 0.11 0.07 0.08 0.06 0.07 0.20



Which structure is most stable, and how do the rest compare? From most to least stable: #a, #c, #b.



#a
Molecular formula: C3H4N5
Method: DFT, ωB97M-V with the def2-TZVPD basis set

Geometry as XYZ:
```
12
C3H4N5 (ωB97M-V with the def2-TZVPD basis set)
C -0.548 -0.187 0.136
C -1.865 -0.313 0.200
C 2.047 0.036 0.240
N 4.343 -0.606 0.367
N 0.014 0.927 -0.412
N 3.331 -0.098 0.166
N 1.292 0.896 -0.491
N -3.140 -0.365 0.088
H 0.234 -0.967 0.483
H 1.670 1.744 -1.062
H -3.657 -0.709 -0.685
H -3.721 -0.359 0.971
```

Calculated values
HOMO-LUMO gap (spin up / spin down): 7.14 / 7.65 eV
charge: +1
LUMO level (spin up / spin down): -5.46 / -5.14 eV

Just the Löwdin charges please, in e? Sure, here they are: -0.10 0.07 -0.08 0.29 0.01 -0.06 -0.04 0.23 0.14 0.23 0.14 0.19



#b
Molecular formula: C3H4N5
Method: DFT, ωB97M-V with the def2-TZVPD basis set

Geometry as XYZ:
```
12
C3H4N5 (ωB97M-V with the def2-TZVPD basis set)
C -1.983 0.032 -0.460
C 1.371 -1.023 0.380
C 0.591 0.930 -0.374
N -0.967 -0.720 0.013
N 2.391 -0.310 0.161
N -2.765 0.524 0.403
N 1.908 0.975 -0.279
N 0.205 -0.299 0.166
H -2.016 0.218 -1.594
H 1.316 -2.148 0.706
H -2.652 0.180 1.346
H 2.601 1.641 -0.468
```

Calculated values
HOMO-LUMO gap: 6.52 eV
charge: +1
LUMO level: -8.37 eV

Just the Löwdin charges please, in e? Sure, here they are: -0.26 -0.09 0.04 0.25 0.16 0.24 0.11 -0.06 0.18 0.20 0.09 0.14



Which structure is most stable, and how do the rest compare? From most to least stable: #a, #b.



#a
Molecular formula: C6H9N3
Method: DFT, ωB97M-V with the def2-TZVPD basis set

Geometry as XYZ:
```
18
C6H9N3 (ωB97M-V with the def2-TZVPD basis set)
C -2.722 0.627 0.405
C -1.810 -1.201 -0.469
C 0.823 0.579 -0.750
C -0.334 0.656 0.187
C 1.474 -0.372 -0.242
C 1.954 -1.365 0.530
N -3.191 -1.346 -0.390
N -3.653 -0.225 0.170
N -1.615 0.082 0.034
H -3.153 1.560 0.756
H 0.928 1.357 -1.491
H -1.109 -2.010 -1.013
H 0.228 0.732 1.160
H -0.623 1.744 -0.027
H 1.204 -2.286 0.511
H 2.334 -1.160 1.420
H 2.833 -1.933 0.122
H -4.617 -0.253 0.323
```

Calculated values
HOMO-LUMO gap: 9.15 eV
charge: +2
LUMO level: -10.23 eV

Just the Löwdin charges please, in e? Sure, here they are: -0.02 0.04 0.06 -0.11 0.11 0.05 0.15 0.11 -0.03 0.21 0.18 0.22 0.19 0.19 0.21 0.08 0.20 0.18



#b
Molecular formula: C6H9N3
Method: DFT, ωB97M-V with the def2-TZVPD basis set

Geometry as XYZ:
```
18
C6H9N3 (ωB97M-V with the def2-TZVPD basis set)
C 1.129 -2.294 0.262
C 0.716 0.694 0.965
C -0.506 0.381 -1.011
C -0.915 -1.107 -0.628
C -0.170 1.291 0.124
C -0.698 2.635 0.232
N 1.438 -0.203 1.353
N 1.795 -1.364 1.189
N 0.139 -2.089 -0.422
H 1.532 -3.263 0.164
H -1.332 0.747 -1.629
H 0.282 0.165 -1.680
H -1.584 -1.253 0.185
H -1.477 -1.668 -1.411
H -0.328 3.210 0.983
H -1.868 2.559 0.166
H -0.665 3.152 -0.777
H 2.511 -1.594 1.935
```

Calculated values
HOMO-LUMO gap: 6.73 eV
charge: +2
LUMO level: -12.05 eV

Just the Löwdin charges please, in e? Sure, here they are: -0.05 0.24 -0.03 -0.11 -0.09 0.06 0.21 0.18 0.13 0.15 0.16 0.15 0.14 0.16 0.08 0.21 0.18 0.24



Which structure is most stable, and how do the rest compare? From most to least stable: #a, #b.



#a
Molecular formula: C2H6IOP
Method: DFT, ωB97M-V with the def2-TZVPD basis set

Geometry as XYZ:
```
11
C2H6IOP (ωB97M-V with the def2-TZVPD basis set)
C 0.463 1.105 -0.240
P 0.343 -0.426 0.865
I 2.803 -0.705 1.669
C -0.831 -1.437 0.229
O -0.627 -2.082 -1.006
H 0.670 0.819 -1.299
H 1.521 1.610 0.054
H -0.410 1.679 -0.097
H -0.262 -0.011 2.080
H -1.522 -2.114 0.854
H -0.435 -1.402 -1.701
```

Calculated values
HOMO-LUMO gap: 7.56 eV
SMILES string: C[P@H](I)=CO
LUMO level: -0.19 eV

Just the Löwdin charges please, in e? Sure, here they are: -0.29 0.45 0.15 -0.48 -0.14 0.04 0.06 0.01 0.00 0.09 0.09



#b
Molecular formula: C2H6IOP
Method: DFT, ωB97M-V with the def2-TZVPD basis set

Geometry as XYZ:
```
11
C2H6IOP (ωB97M-V with the def2-TZVPD basis set)
C -0.853 0.955 -0.608
C 0.939 -0.738 0.622
O 1.429 1.869 0.914
P -0.080 0.757 1.094
I 1.025 3.785 0.963
H -1.420 1.786 -0.498
H -1.400 0.073 -0.881
H -0.130 1.005 -1.411
H 1.932 -0.486 1.219
H 1.130 -0.559 -0.474
H 0.407 -1.633 0.950
```

Calculated values
HOMO-LUMO gap: 8.63 eV
LUMO level: -0.39 eV

Just the Löwdin charges please, in e? Sure, here they are: -0.31 -0.31 -1.15 0.81 0.79 -0.04 0.04 0.04 0.07 0.04 0.02



Which structure is most stable, and how do the rest compare? From most to least stable: #b, #a.



#a
Molecular formula: C17H17BN8O6V
Method: DFT, ωB97M-V with the def2-TZVPD basis set

Geometry as XYZ:
```
50
C17H17BN8O6V (ωB97M-V with the def2-TZVPD basis set)
H 0.795 -3.074 0.799
N -0.657 -1.956 -0.270
B -2.612 -1.131 -1.650
N -1.796 -2.275 -0.991
C -1.965 -3.601 -0.991
V -0.218 0.069 -0.004
H -2.834 -3.958 -1.541
C -0.921 -4.167 -0.251
H -0.804 -5.220 -0.070
C -0.110 -3.101 0.190
H -3.547 -1.576 -2.239
C 0.517 1.855 0.025
H 1.441 1.956 0.609
H -0.273 2.418 0.567
H 0.619 2.343 -0.953
N -1.654 -0.362 -2.575
N -3.095 -0.190 -0.517
N -0.499 0.178 -2.009
N -2.117 0.390 0.284
C -1.682 -0.116 -3.893
C -4.292 0.220 -0.092
H -2.564 -0.488 -4.414
H -5.149 -0.144 -0.651
C -0.533 0.608 -4.225
C -4.104 1.083 0.998
C 0.187 0.770 -3.018
C -2.720 1.173 1.215
H -0.294 0.974 -5.215
H -4.885 1.581 1.540
H 1.136 1.253 -2.806
H -2.105 1.698 1.943
H 1.534 0.196 0.113
O 2.427 -0.264 1.176
C 1.741 -0.125 2.258
O 0.501 -0.303 2.330
C 2.530 0.290 3.544
C 2.202 -0.357 4.735
C 2.862 0.011 5.943
C 3.857 0.987 5.995
C 4.129 1.661 4.809
C 3.516 1.312 3.579
N 5.151 2.706 4.821
O 5.788 2.932 5.864
O 5.429 3.326 3.782
N 2.632 -0.803 7.127
O 1.737 -1.661 7.119
O 3.253 -0.562 8.176
H 1.334 -1.020 4.747
H 4.401 1.189 6.913
H 3.725 1.958 2.727
```

Calculated values
HOMO-LUMO gap (spin up / spin down): 6.30 / 8.25 eV
⟨S²⟩: 3.769
spin multiplicity: 4
LUMO level (spin up / spin down): -1.29 / -1.29 eV

Just the Löwdin charges please, in e? Sure, here they are: 0.12 -0.05 -0.49 -0.02 -0.06 0.79 0.13 -0.05 0.09 -0.08 0.12 -0.26 0.01 0.03 0.01 -0.01 0.01 -0.06 -0.08 -0.06 -0.05 0.13 0.13 -0.05 -0.04 -0.09 -0.08 0.09 0.09 0.11 0.12 0.14 -0.04 -0.56 -0.02 -0.06 0.08 -0.10 0.09 -0.11 0.10 -0.32 0.07 0.07 -0.32 0.07 0.07 0.14 0.14 0.13



#b
Molecular formula: C17H17BN8O6V
Method: DFT, ωB97M-V with the def2-TZVPD basis set

Geometry as XYZ:
```
50
C17H17BN8O6V (ωB97M-V with the def2-TZVPD basis set)
H 0.627 3.368 -0.619
N 0.393 1.746 -1.949
B -0.783 0.402 -3.963
N -0.206 1.687 -3.221
C -0.014 2.889 -3.814
V 1.710 0.599 -0.874
H -0.190 3.020 -4.879
C 0.397 3.802 -2.837
H 0.593 4.847 -2.977
C 0.500 3.069 -1.648
H -0.638 0.570 -5.161
C -2.779 -2.392 2.378
H -2.612 -3.462 2.186
H -2.318 -1.806 1.566
H -3.865 -2.207 2.402
N -2.363 -0.030 -3.871
N 0.379 -0.604 -3.491
N -2.893 -0.305 -2.606
N 1.016 -0.694 -2.238
C -3.376 -0.251 -4.755
C 1.078 -1.384 -4.344
H -3.261 -0.093 -5.804
H 0.921 -1.303 -5.418
C -4.536 -0.652 -4.070
C 1.935 -2.204 -3.608
C -4.150 -0.678 -2.708
C 1.759 -1.840 -2.271
H -5.522 -0.888 -4.421
H 2.600 -2.960 -3.996
H -4.678 -0.979 -1.811
H 2.066 -2.302 -1.341
H -2.362 -2.142 3.297
O 0.339 0.134 0.598
C 1.316 0.230 1.410
O 2.487 0.434 0.854
C 1.354 0.216 2.898
C 2.559 0.695 3.435
C 2.778 0.692 4.825
C 1.891 0.098 5.733
C 0.661 -0.284 5.198
C 0.361 -0.211 3.800
N -0.221 -0.933 6.144
O 0.146 -1.015 7.340
O -1.276 -1.459 5.737
N 4.088 1.173 5.196
O 4.831 1.556 4.258
O 4.485 1.150 6.373
H 3.284 1.147 2.757
H 2.142 0.012 6.795
H -0.658 -0.456 3.514
```

Calculated values
HOMO-LUMO gap (spin up / spin down): 6.47 / 6.68 eV
⟨S²⟩: 3.759
spin multiplicity: 4
LUMO level (spin up / spin down): -1.77 / -1.76 eV

Just the Löwdin charges please, in e? Sure, here they are: 0.11 -0.08 -0.37 0.00 -0.06 0.97 0.13 -0.06 0.09 -0.12 0.10 -0.03 0.03 0.02 0.03 -0.04 0.01 0.02 -0.09 -0.12 -0.07 0.10 0.13 -0.09 -0.06 -0.19 -0.12 0.07 0.09 0.10 0.12 -0.04 -0.02 -0.49 -0.17 -0.07 0.09 -0.10 0.11 -0.11 0.13 -0.31 0.06 0.07 -0.31 0.05 0.09 0.13 0.14 0.12



Which structure is most stable, and how do the rest compare? From most to least stable: #a, #b.